Molecular formula: C24H29N5O4
Method: DFT, the ωB97M-V functional and the def2-TZVPD basis

Output
- Relative energy (zero: lowest compared OMol25 entry of this formula, charge and spin): 56.5 kcal per mole
- Multiplicity: 1
- Total energy: -40999.8881 eV
- SMILES string: CCN(CC)CCNC(=O)CNC(=O)c1nn(-c2ccc(OC)cc2)c(=O)c2ccccc12
- HOMO-LUMO gap: 7.7 eV

Each line ends with the Löwdin charge.
Atoms and positions in Å:
C (1.561, 0.850, 1.900)  -0.068
H (1.867, 1.884, 1.768)  0.078
H (1.666, 0.585, 2.948)  0.063
C (2.397, -0.060, 1.001)  -0.243
N (3.818, 0.185, 1.149)  -0.189
C (4.411, -0.251, 2.396)  -0.238
C (4.616, -1.759, 2.598)  -0.077
H (4.821, -1.958, 3.647)  0.069
H (5.459, -2.123, 2.016)  0.064
H (3.727, -2.315, 2.312)  0.066
H (5.378, 0.254, 2.488)  0.113
H (3.772, 0.126, 3.197)  0.102
C (4.608, -0.004, -0.041)  -0.166
H (4.281, 0.739, -0.779)  0.117
H (5.645, 0.221, 0.222)  0.118
C (4.585, -1.387, -0.735)  -0.141
N (3.394, -1.599, -1.523)  0.068
C (2.516, -2.582, -1.277)  -0.494
O (2.650, -3.438, -0.427)  0.054
C (1.275, -2.512, -2.191)  -0.062
N (0.391, -1.455, -1.756)  0.095
C (0.626, -0.157, -2.017)  -0.434
O (1.572, 0.226, -2.693)  0.040
C (-0.373, 0.760, -1.390)  -0.116
N (-1.502, 0.205, -1.080)  0.157
N (-2.488, 0.883, -0.508)  0.021
C (-2.423, 2.240, -0.184)  -0.343
O (-3.374, 2.826, 0.295)  0.084
C (-1.134, 2.866, -0.481)  -0.061
C (-0.945, 4.207, -0.142)  0.002
C (0.257, 4.823, -0.408)  -0.055
C (1.284, 4.110, -1.023)  -0.052
C (1.115, 2.789, -1.370)  -0.006
C (-0.099, 2.144, -1.105)  -0.089
H (1.905, 2.242, -1.857)  0.103
H (2.224, 4.599, -1.229)  0.109
H (0.405, 5.858, -0.141)  0.107
H (-1.761, 4.732, 0.331)  0.121
C (-3.676, 0.128, -0.323)  -0.185
C (-4.497, 0.313, 0.778)  0.000
C (-5.648, -0.442, 0.922)  -0.007
C (-5.986, -1.400, -0.028)  -0.277
C (-5.143, -1.593, -1.126)  0.003
C (-4.004, -0.838, -1.273)  -0.011
H (-3.357, -0.981, -2.124)  0.110
H (-5.413, -2.340, -1.855)  0.119
O (-7.091, -2.188, 0.015)  -0.081
C (-7.995, -2.027, 1.082)  -0.087
H (-7.526, -2.254, 2.044)  0.096
H (-8.409, -1.014, 1.107)  0.096
H (-8.798, -2.739, 0.896)  0.093
H (-6.271, -0.272, 1.786)  0.105
H (-4.251, 1.050, 1.524)  0.114
H (-0.397, -1.678, -1.169)  0.138
H (1.592, -2.309, -3.219)  0.129
H (0.745, -3.463, -2.143)  0.130
H (3.137, -0.881, -2.193)  0.112
H (5.457, -1.452, -1.395)  0.120
H (4.629, -2.199, -0.009)  0.098
H (2.123, -1.109, 1.188)  0.116
H (2.143, 0.172, -0.034)  0.086
H (0.509, 0.760, 1.635)  0.062